Entry 1:
2 unconnected molecules or ions with the total composition C14H16 at a distorted geometry. Source: the Open Molecules 2025 dataset; level of theory: wB97M-V/def2-TZVPD.

Calculated values
**SMILES string**: Cc1ccccc1.Cc1ccccc1
**Orbital gap**: 9.7270 eV
**DFT total energy**: -543.02410 Eh
**Maximum force**: 3.4 eV/Å

The geometry in XYZ format:
```
30
Properties=species:S:1:pos:R:3:lowdin_charge:R:1
C -2.83 1.52 1.47 -0.100
H 1.04 3.21 2.88 0.082
H 1.44 2.52 1.25 0.078
H 2.37 -0.02 -1.39 0.102
C -1.64 2.31 1.23 -0.044
C -2.85 0.52 2.34 -0.104
H -3.67 1.89 0.89 0.101
H 3.12 -2.18 -3.93 0.078
C 1.49 -0.64 -1.54 -0.044
C -0.51 0.85 2.84 -0.055
H -1.59 -0.79 3.60 0.097
C 3.09 -2.01 -2.85 -0.067
C -0.79 -1.33 -1.23 -0.091
H 0.52 0.66 3.12 0.109
C 0.28 -0.57 -0.82 -0.077
H -3.68 -0.14 2.57 0.098
H -1.50 -2.89 -2.47 0.099
C 0.66 2.91 1.90 -0.073
C -0.63 -2.27 -2.27 -0.089
H -1.79 -1.16 -0.85 0.096
C -0.53 2.02 1.98 -0.304
H 3.84 -1.22 -2.73 0.073
H 3.56 -2.80 -2.25 0.083
C 0.59 -2.46 -2.87 -0.062
H 0.86 -3.28 -3.51 0.108
H 0.47 3.89 1.43 0.078
H -1.78 3.14 0.56 0.106
H 0.35 -0.02 0.11 0.088
C 1.69 -1.72 -2.39 -0.289
C -1.61 0.05 2.92 -0.077
```


Entry 2:
2 unconnected molecules or ions with the total composition C7H14. Source: the Open Molecules 2025 dataset; level of theory: wB97M-V/def2-TZVPD.

Calculated values
**SMILES string**: CC(C)(C)C1=CC1.[H][H]
**Orbital gap**: 10.0387 eV
**DFT total energy**: -274.99584 Eh
**Maximum force**: 0.4 eV/Å

The geometry in XYZ format:
```
21
Properties=species:S:1:pos:R:3:lowdin_charge:R:1
H 2.55 0.51 2.28 0.043
H -2.64 0.24 -0.91 0.086
H 0.09 1.87 1.13 0.078
H -1.35 0.55 -2.09 0.088
H -0.28 2.29 -0.55 0.088
H -2.06 -0.40 1.46 0.086
H 2.00 -2.02 -0.07 0.073
H 1.33 -2.03 -1.77 0.077
C -0.63 0.19 -0.07 -0.582
H -1.60 2.02 0.61 0.086
C 0.72 -0.23 -0.54 -0.225
H -1.64 -1.10 -1.51 0.088
H -1.00 -1.72 0.91 0.088
C -1.04 -0.65 1.15 -0.051
H 2.04 0.00 2.10 0.021
C 1.56 -1.43 -0.88 -0.111
H -0.38 -0.47 2.00 0.068
H 2.65 0.73 -1.32 0.096
C -1.62 -0.04 -1.22 -0.048
C 1.89 0.02 -1.01 0.002
C -0.60 1.68 0.30 -0.051
```


Entry 3:
A molecular structure, C31H37AsN4Pt at a distorted geometry. Source: the Open Molecules 2025 dataset; level of theory: wB97M-V/def2-TZVPD.

Calculated values
**Orbital gap (spin up / spin down)**: 6.5960 / 6.5947 eV
**DFT total energy**: -3777.51146 Eh
**Maximum force**: 1.7 eV/Å

The geometry in XYZ format:
```
74
Properties=species:S:1:pos:R:3:lowdin_charge:R:1
C 2.94 -0.69 2.05 -0.403
H -4.76 -2.05 -0.31 0.112
H 5.33 3.50 -1.05 0.083
C -3.68 -2.03 -0.31 -0.026
C 1.12 0.82 -1.58 -0.276
H 5.52 -0.14 -0.89 0.090
C 0.03 -1.83 3.29 -0.155
H -0.72 -1.17 2.85 0.054
H 1.46 -3.36 2.65 0.066
H 2.71 -2.29 -1.10 0.056
H -1.74 4.75 0.77 0.096
C -0.69 2.81 0.40 -0.136
C -8.98 1.20 0.53 -0.166
C 3.87 -1.55 2.91 -0.137
H -4.78 0.75 2.42 0.130
C -2.82 -3.07 -0.60 -0.065
H 3.78 -0.35 -0.69 0.033
N 4.45 1.64 -0.64 -0.246
H 1.67 -3.52 -0.42 0.055
H -0.56 -3.04 -0.63 0.083
C 0.76 0.94 -3.99 -0.101
C -2.86 -0.89 -0.06 -0.257
H -7.24 1.07 2.56 0.121
C 5.38 2.46 -1.38 -0.118
C 3.07 2.16 -0.56 -0.184
H -0.47 -2.47 4.02 0.073
C 2.18 1.75 -1.71 -0.262
H 2.00 2.32 -5.08 0.097
C 4.53 0.27 -1.13 -0.109
C -3.28 0.42 0.18 -0.051
H -0.38 -0.29 -2.64 0.083
H 3.34 -2.33 3.46 0.062
H 2.32 -0.05 2.68 0.058
H -3.09 -4.09 -0.86 0.094
H 2.60 1.80 0.34 0.066
H -5.06 0.55 -1.85 0.132
H 4.39 0.20 -2.22 0.095
N -10.12 1.35 0.59 0.145
N -1.52 -1.25 -0.16 -0.087
C -6.76 0.96 1.60 -0.020
C 3.72 -3.62 0.28 -0.148
H 4.61 -2.98 0.32 0.060
As 1.64 -1.57 0.97 1.026
C -5.38 0.78 1.52 -0.006
N -1.08 1.56 0.22 -0.139
Pt 0.20 0.03 0.08 0.926
C -7.51 1.00 0.44 -0.224
H 0.73 -1.20 3.85 0.061
H 3.15 3.24 -0.47 0.120
H 3.48 0.00 1.40 0.038
C 2.46 2.29 -2.98 -0.059
C -5.54 0.66 -0.88 -0.007
H 4.65 -2.04 2.32 0.052
H 0.37 3.05 0.36 0.101
C -1.51 -2.53 -0.49 -0.178
H 4.38 -0.92 3.65 0.074
H 5.22 2.44 -2.47 0.073
C 1.76 1.90 -4.11 -0.094
H 0.20 0.62 -4.86 0.098
C -2.91 2.89 0.53 -0.021
H -7.52 0.89 -1.70 0.121
H 3.60 -4.06 1.27 0.065
C 0.73 -2.67 2.23 -0.411
C -4.77 0.63 0.28 -0.195
C -6.91 0.85 -0.80 -0.019
H 0.03 -3.26 1.65 0.055
C 2.50 -2.84 -0.19 -0.405
H -3.95 3.20 0.64 0.114
H 6.40 2.11 -1.19 0.083
H 3.93 -4.43 -0.41 0.073
C -1.79 3.68 0.60 -0.057
C 0.44 0.43 -2.74 -0.136
H 3.24 3.05 -3.07 0.100
C -2.49 1.55 0.31 -0.228
```


Entry 4:
A molecular structure, C9H26BrCdNO5 at a distorted geometry. Source: the Open Molecules 2025 dataset; level of theory: wB97M-V/def2-TZVPD.

Calculated values
**Orbital gap**: 6.5386 eV
**DFT total energy**: -3531.12612 Eh
**Maximum force**: 3.6 eV/Å

The geometry in XYZ format:
```
43
Properties=species:S:1:pos:R:3:lowdin_charge:R:1
H -2.01 0.87 2.89 0.069
H 1.84 -3.69 -0.08 0.065
O -2.40 -2.38 -2.11 -0.136
O 1.26 -2.95 -0.22 -0.138
H 2.48 0.47 -1.25 0.065
H -2.36 0.15 1.29 0.053
N 0.30 0.43 0.14 -0.133
O -0.51 -0.56 -0.61 -0.397
C -0.14 0.49 1.62 -0.443
H 1.39 0.54 -2.50 0.034
C 1.44 2.62 0.28 -0.193
C 0.20 -0.84 2.28 -0.058
H -0.19 3.49 1.47 0.112
H 2.38 1.96 -2.17 0.068
H 1.41 3.57 2.14 0.103
H -1.81 -2.07 0.74 0.011
H -1.51 2.23 -0.88 0.068
C 1.78 1.17 -1.70 -0.042
C -0.56 2.41 -1.38 -0.026
O -1.65 -2.98 0.49 -0.158
C 0.74 2.92 1.58 -0.181
C -1.72 0.84 1.84 -0.027
H -0.53 2.19 -2.45 0.067
H -1.96 1.82 1.44 0.057
H 0.08 1.79 3.31 0.102
H 2.47 2.29 0.33 0.117
Cd -0.56 -2.76 -1.30 1.142
H -3.25 -2.71 -2.43 0.081
H -2.29 -1.54 -2.56 0.056
H 0.70 -1.50 -3.40 0.059
H 1.68 -2.22 0.23 0.042
H -0.62 -1.54 2.14 0.050
C 0.68 1.62 2.41 -0.125
H 0.11 -0.63 3.35 0.081
H 1.18 -1.27 2.07 0.077
H 1.50 3.54 -0.30 0.110
C 0.64 1.72 -0.65 -0.435
Br -0.67 -5.38 -1.82 -0.387
O 0.42 -2.35 -3.04 -0.135
H 0.86 -2.99 -3.60 0.063
H -2.12 -3.50 1.14 0.079
H 1.68 1.26 2.67 0.113
H -0.37 3.48 -1.37 0.067
```


Entry 5:
2 unconnected molecules or ions with the total composition C5H8N2O2S at a distorted geometry. Source: the Open Molecules 2025 dataset; level of theory: wB97M-V/def2-TZVPD.

Calculated values
**SMILES string**: [O-][N@+]12CCC[C@H]1S2.N=C=O
**Orbital gap**: 8.8240 eV
**DFT total energy**: -853.36503 Eh
**Maximum force**: 3.4 eV/Å

The geometry in XYZ format:
```
18
Properties=species:S:1:pos:R:3:lowdin_charge:R:1
C 4.21 -0.18 0.93 -0.482
C -0.84 -0.74 -0.10 -0.119
C 0.54 0.98 1.07 -0.138
S -1.42 2.11 -0.56 0.863
H -0.64 0.31 -2.05 0.094
H -1.82 -1.18 -0.25 0.100
H 3.83 1.23 -0.63 0.125
C -0.71 0.55 -1.03 -0.500
H 0.07 -1.43 -0.21 0.138
O 1.26 1.85 -1.01 -0.103
H -0.16 -0.77 2.03 0.115
N 4.28 0.73 0.18 0.193
N 0.35 1.38 -0.35 -0.570
H -1.43 0.50 1.64 0.085
H 1.60 0.63 0.95 0.116
C -0.55 -0.06 1.29 -0.204
H 0.55 1.75 1.85 0.138
O 4.14 -1.09 1.62 0.149
```


Entry 6:
A molecular structure, C3H2O4Rh at a distorted geometry. Source: the Open Molecules 2025 dataset; level of theory: wB97M-V/def2-TZVPD.

Calculated values
**Net charge**: +1
**Multiplicity**: 5
**⟨S²⟩**: 6.013
**Orbital gap (spin up / spin down)**: 10.1834 / 8.2560 eV
**DFT total energy**: -526.60898 Eh
**Maximum force**: 5.1 eV/Å

The geometry in XYZ format:
```
10
Properties=species:S:1:pos:R:3:lowdin_charge:R:1
H -2.91 -1.23 -0.12 0.150
C 3.61 0.02 -0.03 -0.296
O 2.46 -0.09 0.10 0.029
C -1.94 0.68 -0.04 -0.146
C -1.97 -0.68 -0.04 -0.147
O -0.77 1.35 0.08 -0.209
O -0.82 -1.40 0.05 -0.208
O 4.75 0.13 -0.12 0.328
H -2.87 1.26 -0.11 0.150
Rh 0.47 -0.05 0.22 1.349
```